Entry 1:
Molecular formula: C11H22Br2Cl2IOP
Method: DFT, the ωB97M-V functional and the def2-TZVPD basis

Each line ends with the Löwdin charge.
Positions of all 40 atoms, in Å:
C  2.883  -2.094  -2.326  -0.14
C  2.289  -1.376  -3.500  -0.83
Cl  3.350  -1.390  -4.890  0.63
C  1.109  -0.773  -3.507  -0.84
Cl  0.544  0.082  -4.909  0.59
P  -0.179  -0.697  -2.014  0.83
C  0.821  0.569  -1.134  -0.23
C  0.087  1.702  -0.385  -0.47
C  0.047  1.496  1.119  -0.07
O  0.786  2.932  -0.597  -0.04
C  -1.566  -0.852  -0.707  -0.45
C  -2.490  -1.999  -1.090  -0.85
C  -3.591  -1.602  -2.086  -0.17
I  -3.340  -2.923  0.672  0.77
H  3.194  -3.097  -2.620  0.08
H  3.770  -1.567  -1.971  0.08
H  2.181  -2.179  -1.500  0.05
H  -1.117  -0.306  -3.000  0.01
H  0.091  -2.074  -1.816  0.04
H  1.465  0.012  -0.446  0.11
H  1.480  1.026  -1.870  0.09
H  -0.927  1.816  -0.778  0.12
H  1.003  1.815  1.539  0.04
H  -0.094  0.450  1.384  0.05
H  -0.739  2.083  1.592  0.09
H  0.552  3.283  -1.461  0.09
H  -2.157  0.066  -0.661  0.08
H  -1.124  -1.008  0.278  0.04
H  -1.908  -2.823  -1.506  0.04
H  -4.591  -1.771  -1.695  0.04
H  -3.503  -2.175  -3.011  0.08
H  -3.511  -0.545  -2.344  0.07
Br  2.143  2.504  4.181  0.64
C  0.821  2.489  5.602  -0.69
C  0.450  1.089  6.016  -0.70
Br  -0.647  0.197  4.683  0.62
H  -0.037  3.042  5.232  0.05
H  1.269  3.022  6.438  0.06
H  -0.142  1.111  6.928  0.06
H  1.326  0.465  6.162  0.05

Output
- Kohn-Sham gap (eV) = 9.1967
- calculated total energy (a.u.) = -7214.93688
- structure (SMILES) = C/C(Cl)=C(/Cl)[PH2](C[C@H](C)I)C[C@@H](C)O.BrCCBr
- LUMO energy (eV) = 0.49

=====

Entry 2:
Molecular formula: C27H33AlBr2Cl2N4O2Si
Method: DFT, the ωB97M-V functional and the def2-TZVPD basis

Each line ends with the Löwdin charge.
Positions of all 72 atoms, in Å:
Al  -0.093  0.576  0.060  0.20
Br  4.746  -0.324  -0.035  0.82
C  3.644  -0.075  1.470  -0.61
C  4.216  -0.007  2.756  -0.15
C  3.443  0.156  3.870  -0.63
Br  4.271  0.239  5.573  0.77
C  2.034  0.267  3.762  -0.18
C  1.117  0.443  4.820  -0.01
C  -0.221  0.539  4.548  -0.03
C  -0.668  0.467  3.218  -0.09
N  0.162  0.304  2.213  0.10
C  1.490  0.200  2.469  -0.16
C  2.283  0.023  1.291  -0.44
O  1.649  -0.048  0.156  -0.09
H  5.290  -0.088  2.851  0.10
H  1.482  0.504  5.837  0.09
H  -0.942  0.675  5.343  0.11
H  -1.717  0.550  2.966  0.12
C  -0.373  -0.075  -1.870  -0.13
C  0.912  -0.336  -2.561  -0.29
C  1.609  0.683  -3.215  -0.03
C  2.849  0.460  -3.782  -0.03
C  3.425  -0.807  -3.720  -0.26
C  2.739  -1.841  -3.082  -0.04
C  1.506  -1.601  -2.513  -0.04
C  4.719  -1.045  -4.293  -0.20
N  5.759  -1.235  -4.748  0.14
H  -1.000  -0.971  -1.920  0.06
H  -0.918  0.732  -2.377  0.07
H  1.171  1.675  -3.265  0.10
H  3.380  1.264  -4.274  0.12
H  3.187  -2.824  -3.024  0.12
H  0.999  -2.408  -1.992  0.10
C  1.814  3.488  0.745  -0.22
Si  0.039  3.029  0.270  0.50
C  -1.064  3.756  1.634  -0.23
C  -0.357  4.016  -1.302  -0.23
H  1.948  4.571  0.810  0.03
H  2.529  3.099  0.015  0.03
H  2.082  3.062  1.717  0.02
H  -0.917  4.837  1.714  0.03
H  -0.826  3.320  2.608  0.01
H  -2.128  3.583  1.449  0.01
H  -0.190  5.085  -1.145  0.03
H  -1.393  3.888  -1.624  0.01
H  0.284  3.699  -2.129  0.01
C  -1.821  -2.713  0.479  -0.02
N  -2.829  -1.906  -0.191  -0.06
C  -3.711  -2.619  -1.102  -0.14
C  -4.957  -1.805  -1.373  -0.14
C  -4.549  -0.418  -1.823  -0.14
N  -3.629  0.177  -0.865  -0.05
C  -3.473  1.619  -0.954  -0.01
C  -2.765  -0.561  -0.146  -0.43
O  -1.901  -0.001  0.593  -0.03
H  -2.310  -3.492  1.067  0.10
H  -1.221  -2.096  1.137  0.07
H  -1.164  -3.188  -0.255  0.06
H  -3.961  -3.574  -0.639  0.13
H  -3.177  -2.836  -2.035  0.14
H  -5.559  -1.737  -0.465  0.13
H  -5.559  -2.286  -2.143  0.12
H  -5.417  0.238  -1.897  0.13
H  -4.076  -0.453  -2.812  0.14
H  -4.437  2.099  -0.784  0.10
H  -3.108  1.896  -1.946  0.10
H  -2.763  1.964  -0.209  0.06
Cl  0.841  -5.377  -0.317  0.51
C  1.759  -4.853  1.109  -0.98
Cl  1.691  -3.106  1.338  0.63
H  2.794  -5.138  0.963  0.03
H  1.331  -5.338  1.978  0.03

Output
- energy above the lowest of the compared OMol25 structures with the same formula, charge and spin (eV) = 0.000
- Kohn-Sham gap (eV) = 6.9985
- calculated total energy (a.u.) = -8018.68892
- LUMO energy (eV) = -0.28

=====

Entry 3:
Molecular formula: C4H10N2O
Method: DFT, the ωB97M-V functional and the def2-TZVPD basis

Each line ends with the Löwdin charge.
Positions of all 17 atoms, in Å:
C  0.709  -0.442  -0.468  -0.13
C  1.475  0.871  -0.272  -0.28
C  -2.231  -0.721  -0.688  -0.16
N  -1.694  0.290  0.116  -0.05
C  -0.411  -0.573  0.548  -0.43
N  2.280  0.815  0.941  0.00
O  -0.227  -0.644  1.748  0.08
H  -2.235  0.412  0.966  0.10
H  1.683  0.608  1.735  0.05
H  2.727  1.707  1.112  0.07
H  1.401  -1.269  -0.297  0.13
H  0.312  -0.505  -1.478  0.10
H  0.754  1.703  -0.299  0.11
H  2.150  1.004  -1.124  0.11
H  -3.313  -0.837  -0.598  0.09
H  -1.518  -1.689  -0.229  0.14
H  -1.862  -0.731  -1.712  0.07

Output
- energy above the lowest of the compared OMol25 structures with the same formula, charge and spin (eV) = 3.403
- Kohn-Sham gap (eV) = 9.6001
- calculated total energy (a.u.) = -343.07639
- structure (SMILES) = CNC(=O)CCN
- LUMO energy (eV) = 0.51

=====

Entry 4:
Molecular formula: C3H42N2O16
Method: DFT, the ωB97M-V functional and the def2-TZVPD basis

Each line ends with the Löwdin charge.
Positions of all 63 atoms, in Å:
N  0.369  -1.842  1.669  0.02
C  0.472  -1.529  0.237  -0.23
C  0.460  -0.031  -0.113  -0.19
N  1.472  0.755  0.610  -0.12
C  1.123  2.098  1.063  -0.09
H  -0.151  -1.149  2.200  0.06
H  1.269  -1.840  2.121  0.02
H  1.252  -2.140  -0.204  0.09
H  -0.475  -1.942  -0.132  0.08
H  0.506  0.224  -1.187  0.11
H  -0.486  0.418  0.189  0.09
H  2.424  0.571  0.351  0.10
H  1.564  2.715  0.258  0.06
H  0.073  2.247  1.291  0.08
H  1.694  2.319  1.965  0.07
H  -1.966  0.006  -1.491  0.02
H  -3.013  0.750  -2.198  0.03
O  -2.338  0.053  -2.381  -0.08
H  4.039  -0.500  -2.604  0.00
H  3.981  0.988  -2.431  0.02
O  3.664  0.296  -3.007  -0.06
H  0.893  3.837  -0.508  0.01
H  0.835  3.276  -1.848  0.04
O  0.344  3.904  -1.312  -0.08
H  3.045  -1.795  2.613  0.03
H  3.204  -1.101  1.312  0.01
O  3.477  -1.911  1.761  -0.04
H  2.168  -3.908  -2.827  0.05
H  1.181  -3.587  -1.723  0.00
O  2.126  -3.552  -1.935  -0.05
H  -0.883  2.693  -4.020  0.05
H  -1.154  1.558  -3.047  0.01
O  -1.025  2.523  -3.084  -0.05
H  -1.477  0.972  4.715  0.04
H  -1.515  -0.546  4.703  0.03
O  -0.913  0.194  4.803  -0.04
H  -2.589  2.868  1.593  -0.01
H  -2.621  1.416  2.254  0.00
O  -2.341  2.331  2.353  -0.06
H  -1.536  3.577  -0.684  0.03
H  -2.227  4.727  -0.068  0.08
O  -2.280  3.765  -0.085  -0.07
H  -1.260  -1.107  -3.204  0.02
H  -0.138  -1.218  -4.358  0.06
O  -0.331  -1.298  -3.424  -0.06
H  2.092  0.045  2.855  -0.02
H  1.415  0.738  3.881  0.02
O  2.318  0.418  3.725  -0.06
H  4.481  -1.757  -0.016  0.01
H  3.524  -2.071  -1.170  0.00
O  4.410  -1.738  -0.975  -0.05
H  -2.142  -2.864  3.296  0.05
H  -1.676  -3.203  1.797  0.04
O  -2.352  -2.829  2.366  -0.05
H  -0.385  -2.807  -2.489  0.00
H  -1.513  -3.881  -2.282  0.04
O  -0.794  -3.439  -1.854  -0.07
H  -2.716  -1.094  1.630  0.02
H  -3.610  -1.129  0.535  0.06
O  -2.923  -0.526  0.853  -0.07
H  -3.804  2.819  -0.906  0.04
H  -3.501  1.355  -0.333  0.02
O  -3.739  1.882  -1.098  -0.05

Output
- energy above the lowest of the compared OMol25 structures with the same formula, charge and spin (eV) = 3.734
- Kohn-Sham gap (eV) = 8.6785
- calculated total energy (a.u.) = -1452.81039
- LUMO energy (eV) = -0.05

=====

Entry 5:
Molecular formula: C3H6O
Method: DFT, the ωB97M-V functional and the def2-TZVPD basis

Each line ends with the Löwdin charge.
Positions of all 10 atoms, in Å:
C  -0.831  -0.598  -0.509  0.02
C  1.164  0.018  0.365  -0.24
C  -0.713  0.680  0.041  -0.12
O  1.314  -0.824  -0.602  -0.19
H  -1.155  -1.434  0.097  0.09
H  -0.760  -0.802  -1.567  0.09
H  0.877  -0.335  1.366  0.09
H  1.853  0.879  0.426  0.10
H  -0.585  1.527  -0.622  0.08
H  -1.164  0.887  1.003  0.08

Output
- energy above the lowest of the compared OMol25 structures with the same formula, charge and spin (eV) = 4.208
- Kohn-Sham gap (eV) = 8.1570
- calculated total energy (a.u.) = -192.98855
- LUMO energy (eV) = -0.26

=====

Entry 6:
Molecular formula: C22H61N3O4
Method: DFT, the ωB97M-V functional and the def2-TZVPD basis

Each line ends with the Löwdin charge.
Positions of all 90 atoms, in Å:
C  -5.119  -18.270  8.162  -0.07
C  -4.933  -19.288  9.262  -0.26
N  -6.175  -19.767  9.847  -0.21
C  -5.890  -20.586  11.005  -0.26
C  -5.432  -19.776  12.206  -0.07
C  -6.921  -20.515  8.818  -0.24
C  -8.165  -21.243  9.316  -0.09
H  -5.563  -18.679  7.256  0.06
H  -4.135  -17.899  7.859  0.08
H  -5.690  -17.418  8.523  0.06
H  -4.362  -20.159  8.883  0.12
H  -4.323  -18.823  10.034  0.11
H  -6.818  -21.072  11.308  0.10
H  -5.171  -21.388  10.763  0.13
H  -5.395  -20.395  13.104  0.07
H  -4.451  -19.318  12.076  0.06
H  -6.144  -18.969  12.389  0.08
H  -6.239  -21.262  8.358  0.12
H  -7.199  -19.834  8.011  0.10
H  -8.760  -20.627  9.992  0.07
H  -7.921  -22.176  9.824  0.07
H  -8.796  -21.520  8.467  0.07
C  -9.394  -12.440  12.490  -0.08
C  -8.110  -12.820  13.210  -0.25
N  -6.874  -12.351  12.643  -0.20
C  -6.579  -12.867  11.332  -0.26
C  -6.184  -14.334  11.379  -0.07
C  -6.621  -10.934  12.814  -0.27
C  -6.464  -10.508  14.264  -0.09
H  -10.251  -12.865  13.029  0.07
H  -9.435  -12.850  11.479  0.04
H  -9.560  -11.363  12.440  0.07
H  -8.169  -12.446  14.234  0.10
H  -8.068  -13.907  13.306  0.10
H  -7.403  -12.698  10.611  0.09
H  -5.740  -12.293  10.924  0.11
H  -6.020  -14.751  10.385  0.07
H  -5.276  -14.428  11.973  0.08
H  -6.965  -14.948  11.828  0.05
H  -7.382  -10.304  12.313  0.11
H  -5.669  -10.723  12.320  0.11
H  -6.144  -9.467  14.322  0.07
H  -5.697  -11.124  14.743  0.08
H  -7.367  -10.628  14.866  0.06
C  -11.631  -19.927  9.652  -0.08
C  -12.941  -20.068  8.894  -0.26
N  -13.827  -18.932  8.931  -0.20
C  -14.494  -18.669  10.209  -0.26
C  -15.059  -19.909  10.900  -0.09
C  -13.224  -17.727  8.404  -0.29
C  -12.777  -17.835  6.967  -0.09
H  -10.960  -19.182  9.227  0.06
H  -11.088  -20.875  9.596  0.06
H  -11.801  -19.705  10.706  0.07
H  -12.723  -20.286  7.845  0.11
H  -13.471  -20.938  9.273  0.10
H  -13.773  -18.184  10.907  0.11
H  -15.284  -17.946  10.010  0.11
H  -15.628  -20.514  10.191  0.08
H  -14.271  -20.519  11.338  0.06
H  -15.732  -19.608  11.703  0.07
H  -12.371  -17.389  9.035  0.11
H  -13.951  -16.909  8.491  0.12
H  -11.860  -18.424  6.863  0.05
H  -12.555  -16.849  6.548  0.08
H  -13.557  -18.289  6.358  0.08
C  -9.878  -13.365  8.469  -0.14
O  -9.259  -13.425  7.163  -0.13
H  -10.474  -14.265  8.538  0.07
H  -9.126  -13.366  9.269  0.04
H  -10.481  -12.461  8.596  0.08
H  -8.805  -12.598  6.978  0.07
C  -8.218  -16.751  9.329  -0.16
O  -7.456  -17.219  10.438  -0.16
H  -7.586  -16.167  8.641  0.07
H  -8.547  -17.613  8.735  0.07
H  -9.052  -16.150  9.681  0.06
H  -7.049  -18.066  10.135  0.03
C  -10.001  -16.460  12.689  -0.15
O  -10.829  -16.382  13.856  -0.12
H  -10.532  -16.945  11.864  0.07
H  -9.696  -15.461  12.370  0.06
H  -9.159  -17.093  12.946  0.08
H  -11.401  -15.615  13.779  0.06
C  -8.909  -18.690  5.129  -0.13
O  -7.954  -17.920  5.891  -0.14
H  -8.458  -19.658  4.929  0.08
H  -9.839  -18.853  5.686  0.06
H  -9.160  -18.210  4.179  0.08
H  -8.317  -17.034  5.996  0.07

Output
- Kohn-Sham gap (eV) = 8.6623
- calculated total energy (a.u.) = -1339.92985
- structure (SMILES) = CCN(CC)CC.CCN(CC)CC.CCN(CC)CC.CO.CO.CO.CO
- LUMO energy (eV) = 0.57